2 unconnected molecules or ions with the total composition H4OS2 at a distorted geometry. Source: OMol25; level of theory: ωB97M-V/def2-TZVPD.

XYZ file:
```
7
Properties=species:S:1:pos:R:3:lowdin_charge:R:1
O -0.637 2.295 -1.081 -0.095
H -1.097 1.430 -1.176 0.041
H -0.253 2.471 -1.970 0.047
S 0.680 -1.907 0.042 0.198
S -0.327 -0.949 1.514 0.207
H 1.930 -1.428 0.211 -0.197
H -0.296 -1.911 2.461 -0.201
```

LUMO level, eV: 0.421
Relative energy (zero: lowest compared OMol25 entry of this formula, charge and spin), kJ/mol: 13.6
Highest occupied orbital energy, eV: -9.70
SMILES: SS.O
HOMO-LUMO gap, hartree: 0.372
Multiplicity: 1

=====

C6H14O in the gas phase. Source: OMol25; level of theory: ωB97M-V/def2-TZVPD.

XYZ file:
```
21
Properties=species:S:1:pos:R:3:lowdin_charge:R:1
C 0.563 2.566 -0.470 -0.117
C 1.417 1.834 0.566 -0.275
C 1.432 0.314 0.370 -0.220
C 0.076 -0.361 0.651 -0.181
C -0.345 -1.305 -0.462 -0.268
O -1.642 -1.775 -0.192 -0.189
C -2.152 -2.567 -1.231 -0.127
H 0.626 3.652 -0.341 0.068
H -0.495 2.287 -0.395 0.066
H 0.897 2.329 -1.487 0.074
H 2.445 2.211 0.513 0.102
H 1.054 2.067 1.577 0.108
H 1.741 0.109 -0.666 0.107
H 2.207 -0.130 1.007 0.107
H -0.719 0.386 0.755 0.108
H 0.098 -0.915 1.596 0.117
H -0.327 -0.767 -1.428 0.125
H 0.364 -2.148 -0.554 0.131
H -2.168 -2.019 -2.187 0.088
H -3.176 -2.838 -0.961 0.088
H -1.563 -3.488 -1.371 0.088
```

LUMO level, eV: 1.129
Relative energy (zero: lowest compared OMol25 entry of this formula, charge and spin), kJ/mol: 79.1
Highest occupied orbital energy, eV: -9.82
SMILES: CCCCCOC
HOMO-LUMO gap, hartree: 0.402
Multiplicity: 1

=====

6 unconnected molecules or ions with the total composition C45H81Br2FNO16P at a distorted geometry. Source: OMol25; level of theory: ωB97M-V/def2-TZVPD.

XYZ file:
```
147
Properties=species:S:1:pos:R:3:lowdin_charge:R:1
C -5.813 -0.375 2.367 -0.103
C -4.474 0.041 3.145 -0.264
N -3.724 -1.163 3.717 -0.057
C -2.288 -0.774 3.565 -0.169
C -1.692 0.061 4.751 -0.426
Br -2.858 0.451 6.320 0.712
C -0.213 0.538 4.626 -0.150
C 0.379 1.379 5.848 -0.139
C 1.317 0.513 6.836 -0.665
O 2.123 1.028 7.656 -0.035
Br 1.251 -1.498 6.876 0.642
C 0.623 0.149 3.340 -0.047
C 2.135 0.645 3.289 -0.143
C 2.374 2.111 2.678 -0.178
C 1.065 2.881 2.164 -0.197
C 0.709 2.577 0.603 -0.183
C -0.569 3.434 0.087 -0.209
C -0.192 4.896 -0.458 -0.214
C 0.455 4.924 -1.925 -0.167
C -0.595 4.732 -3.123 -0.218
O 0.004 5.303 -4.333 -0.243
C -0.399 4.572 -5.511 -0.140
C 0.015 -0.709 2.200 0.025
C -1.495 -1.186 2.296 0.033
C -2.077 -2.035 1.090 -0.248
O -3.302 -2.084 0.757 0.001
C -1.070 -2.884 0.167 -0.159
P -1.763 -4.390 -0.754 0.786
O -1.511 -5.729 -0.035 -0.461
C 0.274 -2.437 0.120 -0.075
C 1.386 -3.249 -0.745 -0.029
C 1.368 -2.721 -2.249 -0.309
O 1.194 -3.453 -3.234 0.093
F 1.519 -1.299 -2.428 0.024
C 0.835 -1.159 0.917 -0.228
O 1.896 -0.635 0.494 0.043
H -6.440 0.585 2.209 0.083
H -6.444 -1.140 2.934 0.081
H -5.545 -0.743 1.311 0.069
H -4.624 0.786 3.996 0.085
H -3.755 0.480 2.348 0.117
H -3.930 -1.989 3.135 0.096
H -0.419 1.861 6.515 0.101
H 1.027 2.213 5.416 0.126
H 2.511 0.660 4.385 0.109
H 2.812 -0.116 2.749 0.108
H 3.125 1.996 1.804 0.116
H 2.863 2.764 3.481 0.108
H 1.334 4.010 2.175 0.113
H 0.148 2.787 2.849 0.106
H 1.599 2.951 -0.039 0.117
H 0.490 1.476 0.405 0.085
H -1.021 2.857 -0.803 0.106
H -1.351 3.490 0.937 0.111
H 0.451 5.506 0.288 0.113
H -1.189 5.484 -0.532 0.107
H 0.951 5.956 -2.102 0.126
H 1.244 4.104 -2.028 0.110
H -1.591 5.281 -2.975 0.123
H -0.826 3.616 -3.326 0.121
H -0.160 5.258 -6.411 0.100
H 0.199 3.591 -5.664 0.100
H -1.524 4.331 -5.555 0.090
H -1.127 -4.367 -2.059 0.029
H -3.162 -4.109 -0.967 0.031
H 2.436 -3.116 -0.286 0.134
H 1.147 -4.373 -0.642 0.134
C -6.796 4.412 -4.348 -0.112
O -6.498 3.082 -3.949 -0.189
C -5.258 2.622 -4.481 -0.195
C -4.155 2.669 -3.431 -0.195
O -3.837 4.014 -3.074 -0.220
C -4.416 4.395 -1.833 -0.098
H -7.630 4.772 -3.742 0.084
H -5.947 5.082 -4.199 0.076
H -7.097 4.424 -5.400 0.091
H -4.977 3.196 -5.371 0.125
H -5.408 1.582 -4.787 0.125
H -3.246 2.229 -3.854 0.119
H -4.429 2.085 -2.545 0.127
H -3.873 3.919 -1.010 0.083
H -5.475 4.130 -1.778 0.087
H -4.323 5.478 -1.732 0.082
C 8.542 0.068 1.699 -0.097
O 8.480 -1.347 1.582 -0.228
C 7.979 -1.968 2.764 -0.184
C 6.520 -2.378 2.598 -0.190
O 5.670 -1.237 2.488 -0.194
C 5.283 -0.977 1.147 -0.107
H 8.723 0.486 0.707 0.092
H 7.611 0.486 2.086 0.083
H 9.374 0.349 2.354 0.091
H 8.106 -1.315 3.634 0.128
H 8.580 -2.869 2.930 0.126
H 6.205 -2.926 3.491 0.126
H 6.394 -3.042 1.735 0.123
H 4.537 -1.713 0.828 0.075
H 6.136 -0.996 0.463 0.088
H 4.830 0.015 1.109 0.081
C -2.437 -11.162 1.460 -0.117
O -3.116 -9.916 1.403 -0.196
C -2.377 -8.926 0.688 -0.199
C -2.928 -8.737 -0.722 -0.200
O -2.709 -9.900 -1.523 -0.195
C -3.879 -10.694 -1.655 -0.117
H -3.137 -11.916 1.822 0.087
H -2.072 -11.472 0.478 0.082
H -1.599 -11.096 2.161 0.086
H -1.311 -9.175 0.663 0.127
H -2.488 -7.986 1.237 0.112
H -2.392 -7.914 -1.202 0.103
H -3.992 -8.475 -0.697 0.126
H -4.581 -10.207 -2.339 0.085
H -4.363 -10.870 -0.691 0.083
H -3.590 -11.657 -2.079 0.087
C 9.651 -6.556 -0.979 -0.114
O 9.809 -5.279 -1.580 -0.194
C 9.224 -4.235 -0.801 -0.194
C 10.284 -3.462 -0.025 -0.191
O 10.884 -4.275 0.985 -0.196
C 12.162 -4.759 0.600 -0.114
H 10.296 -7.262 -1.505 0.089
H 9.934 -6.548 0.075 0.082
H 8.612 -6.887 -1.081 0.087
H 8.458 -4.634 -0.127 0.121
H 8.733 -3.552 -1.501 0.125
H 9.802 -2.623 0.486 0.098
H 11.045 -3.052 -0.699 0.128
H 12.895 -3.948 0.648 0.087
H 12.152 -5.189 -0.405 0.083
H 12.458 -5.538 1.306 0.088
C -7.878 10.891 -2.131 -0.111
O -7.609 10.024 -3.224 -0.192
C -6.279 9.510 -3.195 -0.195
C -6.251 8.075 -2.680 -0.201
O -6.617 8.011 -1.302 -0.194
C -7.956 7.576 -1.118 -0.107
H -8.954 11.071 -2.095 0.089
H -7.568 10.455 -1.179 0.083
H -7.368 11.848 -2.283 0.088
H -5.624 10.153 -2.597 0.126
H -5.910 9.521 -4.225 0.125
H -5.228 7.694 -2.756 0.117
H -6.896 7.428 -3.285 0.115
H -8.026 6.501 -1.311 0.082
H -8.653 8.114 -1.765 0.086
H -8.234 7.762 -0.079 0.090
```

LUMO level, eV: -2.340
Highest occupied orbital energy, eV: -8.89
SMILES: CCNc1c(Br)c(CC(=O)Br)c(CCCCCCCCOC)c2c1C(=O)C([PH2]=O)=C(CC(=O)F)C2=O.COCCOC.COCCOC.COCCOC.COCCOC.COCCOC
HOMO-LUMO gap, hartree: 0.241
Multiplicity: 1

=====

C4H5N3S in the gas phase at a distorted geometry. Source: OMol25; level of theory: ωB97M-V/def2-TZVPD.

XYZ file:
```
13
Properties=species:S:1:pos:R:3:lowdin_charge:R:1
C -1.192 -0.485 -0.047 -0.923
C 0.855 1.163 -0.019 -0.072
C 1.293 -0.046 0.626 -0.289
C 2.073 -1.128 -0.056 -0.144
H -3.255 -0.476 -0.488 0.198
H -2.605 1.118 -0.357 0.128
H 0.864 1.305 -1.196 0.163
H 1.066 2.177 0.363 0.109
H 1.631 -0.019 1.640 0.138
N -2.228 0.148 -0.631 0.013
N -0.141 0.204 0.558 -0.047
N 2.846 -1.812 -0.659 0.146
S -1.209 -2.150 0.266 0.581
```

LUMO level, eV: 0.101
Relative energy (zero: lowest compared OMol25 entry of this formula, charge and spin), kJ/mol: 343.0
Highest occupied orbital energy, eV: -8.52
SMILES: N#C[C@H]1CN1C(N)=S
HOMO-LUMO gap, hartree: 0.317
Multiplicity: 1